# C20H27N2O3PPbS

A molecular structure, C20H27N2O3PPbS (ωB97M-V/def2-TZVPD, the Open Molecules 2025 dataset).

Values from the calculation:
Energy relative to the best compared isomer or geometry (same formula, charge and spin) = 23.85 kcal/mol
Strongest force on any atom = 0.053 hartree/bohr
Gap between HOMO and LUMO (alpha / beta) = 3.43 / 2.76 eV

```
! RIJCOSX wB97M-V def2-TZVPD def2/J DEFGRID3
* xyz 2 1
C 0.419 3.000 -3.486
C -0.898 2.660 -3.207
C -1.220 1.613 -2.327
C -0.191 0.960 -1.646
C 1.134 1.352 -1.868
C 1.435 2.364 -2.789
C -2.693 1.305 -2.207
C -3.179 -0.119 -1.940
N -2.184 -1.184 -2.187
Pb -0.702 -0.806 -0.239
C 2.297 0.735 -1.132
P 2.044 -1.065 -0.781
H -1.710 3.182 -3.709
H 2.474 2.634 -2.951
H 0.651 3.774 -4.215
H 2.451 1.222 -0.148
H 3.232 0.818 -1.710
H -3.121 1.924 -1.404
H -3.198 1.612 -3.135
H -3.506 -0.231 -0.900
C 3.554 -1.376 0.184
C 2.363 -1.850 -2.407
H -4.063 -0.297 -2.572
C -1.473 -1.126 -3.483
C -2.775 -2.534 -1.963
H 0.421 -3.210 2.783
H -1.768 -1.995 -4.097
H -1.678 -0.198 -4.031
H -0.390 -1.173 -3.296
H -3.024 -3.009 -2.925
H -2.039 -3.170 -1.447
H -3.666 -2.464 -1.326
H 3.444 -1.791 -2.611
H 2.051 -2.905 -2.304
H 1.786 -1.360 -3.210
H 4.440 -1.205 -0.446
H 3.576 -0.714 1.062
H 3.534 -2.422 0.519
H -0.215 -3.136 2.359
O 2.210 3.074 4.664
S 2.225 1.691 4.251
O 3.335 0.863 4.651
N 1.890 1.493 2.648
C 0.670 1.011 2.409
O 0.260 0.733 1.240
C -0.109 0.759 3.645
C -1.368 0.153 3.765
C -1.784 -0.263 5.033
C -0.942 -0.122 6.146
C 0.319 0.476 6.004
C 0.700 0.920 4.747
H -1.993 0.035 2.875
H -2.759 -0.736 5.159
H -1.271 -0.480 7.122
H 1.006 0.576 6.832
*
```

---

# C20H27N2O3PPdS

A molecular structure, C20H27N2O3PPdS (ωB97M-V/def2-TZVPD, the Open Molecules 2025 dataset).

Values from the calculation:
Energy relative to the best compared isomer or geometry (same formula, charge and spin) = 0.00 kcal/mol
Strongest force on any atom = 0.049 hartree/bohr
Gap between HOMO and LUMO (alpha / beta) = 6.31 / 6.69 eV

```
! RIJCOSX wB97M-V def2-TZVPD def2/J DEFGRID3
* xyz 0 3
C -4.800 0.157 -1.157
C -4.165 -1.079 -1.230
C -2.764 -1.195 -1.111
C -2.007 -0.035 -0.962
C -2.647 1.196 -0.803
C -4.037 1.291 -0.900
C -2.202 -2.603 -1.251
C -0.858 -2.790 -1.973
N -0.348 -1.574 -2.642
Pd 0.091 -0.137 -1.126
C -1.860 2.433 -0.512
P -0.144 2.247 -1.179
H -4.744 -1.981 -1.433
H -4.483 2.272 -0.759
H -5.877 0.228 -1.309
H -1.746 2.604 0.571
H -2.284 3.325 -0.993
H -2.183 -3.092 -0.257
H -2.961 -3.150 -1.845
H -0.060 -3.081 -1.276
C 0.781 3.339 -0.104
C -0.202 2.923 -2.839
H -0.946 -3.555 -2.758
C -1.276 -0.955 -3.642
C 0.912 -1.894 -3.375
H 1.431 0.691 -0.405
H -1.135 -1.413 -4.620
H -2.336 -1.038 -3.431
H -0.985 0.094 -3.654
H 0.740 -1.921 -4.450
H 1.644 -1.143 -3.085
H 1.287 -2.881 -3.115
H -0.283 4.009 -2.750
H 0.733 2.646 -3.334
H -1.059 2.518 -3.387
H 0.393 4.348 -0.286
H 0.618 3.036 0.936
H 1.839 3.268 -0.379
H 1.835 0.198 -1.127
O 1.845 -2.592 0.234
C 1.183 -1.996 1.091
N 0.124 -1.163 0.793
S -0.769 -0.714 2.119
O -0.879 0.721 2.211
O -1.960 -1.519 2.249
C 0.484 -1.243 3.267
C 0.676 -0.832 4.588
C 1.881 -1.178 5.233
C 2.830 -1.945 4.552
C 2.599 -2.362 3.239
C 1.433 -1.973 2.575
H -0.076 -0.246 5.111
H 2.086 -0.824 6.247
H 3.770 -2.191 5.046
H 3.319 -2.959 2.694
*
```

---

# C20H27N2O4PTc

A molecular structure, C20H27N2O4PTc (ωB97M-V/def2-TZVPD, the Open Molecules 2025 dataset).

Values from the calculation:
Energy relative to the best compared isomer or geometry (same formula, charge and spin) = 17.16 kcal/mol
Strongest force on any atom = 0.105 hartree/bohr
Gap between HOMO and LUMO (alpha / beta) = 6.47 / 3.17 eV

```
! RIJCOSX wB97M-V def2-TZVPD def2/J DEFGRID3
* xyz 2 4
C -2.428 0.785 -4.225
C -2.231 -0.430 -3.576
C -1.456 -0.512 -2.416
C -0.892 0.662 -1.900
C -1.133 1.899 -2.519
C -1.913 1.962 -3.675
C -1.300 -1.833 -1.727
C 0.129 -2.336 -1.508
N 1.153 -1.268 -1.296
Tc 0.393 0.568 -0.224
C -0.472 3.095 -1.901
P 1.110 2.423 -1.177
H -2.673 -1.353 -3.961
H -2.104 2.940 -4.121
H -3.009 0.823 -5.149
H -1.036 3.504 -1.052
H -0.226 3.906 -2.595
H -1.809 -1.803 -0.751
H -1.806 -2.604 -2.319
H 0.155 -3.009 -0.641
C 1.823 3.793 -0.275
C 2.074 2.519 -2.712
H 0.466 -2.919 -2.379
C 1.741 -0.894 -2.608
C 2.254 -1.841 -0.486
H -0.001 2.011 0.511
H 2.206 -1.792 -3.038
H 0.972 -0.516 -3.287
H 2.508 -0.129 -2.445
H 2.788 -2.573 -1.105
H 2.926 -1.032 -0.179
H 1.844 -2.338 0.397
H 2.067 3.569 -3.030
H 3.100 2.204 -2.505
H 1.649 1.906 -3.512
H 1.933 4.646 -0.954
H 1.174 4.039 0.572
H 2.800 3.456 0.093
H 1.697 1.072 0.643
O -2.131 0.334 1.519
C -1.239 -0.433 1.886
O -0.192 -0.785 1.151
C -1.151 -1.031 3.250
C -0.193 -2.025 3.532
C 0.022 -2.433 4.843
C -0.755 -1.878 5.875
C -1.752 -0.925 5.592
C -1.962 -0.522 4.279
N -0.480 -2.219 7.232
O 0.429 -3.036 7.468
O -1.157 -1.675 8.133
H 0.399 -2.471 2.730
H 0.779 -3.180 5.091
H -2.348 -0.522 6.409
H -2.739 0.203 4.041
*
```

---

# C20H27N3O2

A single C20H27N3O2 molecule (ωB97M-V/def2-TZVPD, the Open Molecules 2025 dataset).

Values from the calculation:
Energy relative to the best compared isomer or geometry (same formula, charge and spin) = 0.00 kcal/mol
Strongest force on any atom = 0.017 hartree/bohr
Gap between HOMO and LUMO = 8.44 eV
SMILES = CCn1c(NCCCO)nc2c(c1=O)[C@@](C)(CC)Cc1ccccc1-2

```
! RIJCOSX wB97M-V def2-TZVPD def2/J DEFGRID3
* xyz 0 1
C -0.015 0.485 -4.137
C -1.103 0.027 -3.171
N -0.630 -0.014 -1.797
C -0.461 1.116 -1.057
N -0.708 2.321 -1.636
C -0.783 3.508 -0.815
C -2.144 3.669 -0.128
C -3.293 3.783 -1.133
O -3.512 2.597 -1.868
N -0.021 1.098 0.168
C 0.302 -0.091 0.729
C 0.181 -1.293 0.075
C -0.272 -1.290 -1.292
O -0.383 -2.249 -2.038
C 0.631 -2.568 0.766
C -0.084 -3.820 0.252
C 2.162 -2.722 0.605
C 2.664 -2.569 -0.825
C 0.306 -2.446 2.266
C 0.839 -1.185 2.868
C 1.324 -1.129 4.164
C 1.779 0.066 4.696
C 1.747 1.222 3.932
C 1.264 1.180 2.638
C 0.809 -0.019 2.099
H 0.817 -0.214 -4.107
H 0.354 1.475 -3.876
H -0.411 0.510 -5.148
H -1.991 0.664 -3.237
H -1.391 -1.000 -3.414
H -1.351 2.324 -2.415
H 0.000 3.433 -0.060
H -0.588 4.369 -1.460
H -2.128 4.567 0.490
H -2.309 2.808 0.525
H -4.213 4.078 -0.610
H -3.065 4.547 -1.881
H -3.779 1.902 -1.255
H 0.206 -4.678 0.856
H -1.162 -3.695 0.322
H 0.161 -4.020 -0.784
H 2.444 -3.707 0.983
H 2.654 -1.972 1.230
H 2.130 -3.229 -1.503
H 3.725 -2.807 -0.874
H 2.530 -1.546 -1.173
H 0.706 -3.313 2.796
H -0.783 -2.456 2.391
H 1.348 -2.030 4.762
H 2.159 0.095 5.707
H 2.102 2.154 4.347
H 1.234 2.066 2.025
*
```